{"formula": "C4H10O", "method": "ωB97M-V with the def2-TZVPD basis set", "species": ["C", "C", "C", "C", "O", "H", "H", "H", "H", "H", "H", "H", "H", "H", "H"], "positions_angstrom": [[-1.29, -0.91, 1.51], [-0.30, 0.10, 1.02], [-0.61, 1.32, 0.59], [1.16, -0.10, -2.12], [0.96, -0.42, 1.03], [-2.31, -0.62, 1.23], [-1.07, -1.89, 1.05], [-1.23, -1.03, 2.59], [-1.64, 1.68, 0.68], [0.12, 2.00, 0.16], [0.51, -0.57, -1.38], [0.57, 0.55, -2.77], [1.92, 0.49, -1.61], [1.64, -0.87, -2.72], [1.58, 0.27, 0.73]], "nbo_charge": [-0.663, 0.338, -0.553, -0.848, -0.684, 0.221, 0.227, 0.226, 0.212, 0.198, 0.223, 0.214, 0.195, 0.214, 0.479], "total_charge": 0, "lumo_ev": 0.91, "homo_lumo_gap_ev": 9.85, "e_tot_ha": -233.6148, "de_lowest_ev": 0.821, "smiles": "C=C(C)O.C"}

{"formula": "C4H10O", "method": "ωB97M-V with the def2-TZVPD basis set", "species": ["C", "C", "C", "C", "O", "H", "H", "H", "H", "H", "H", "H", "H", "H", "H"], "positions_angstrom": [[0.57, 0.56, 1.33], [-0.34, 0.96, 0.21], [-1.07, -0.18, -0.52], [-0.17, -1.30, -0.84], [2.13, 0.27, -0.80], [0.23, 1.07, 2.22], [1.59, 0.87, 1.01], [0.66, -0.53, 1.50], [-0.98, 1.80, 0.42], [0.47, 1.11, -0.63], [-1.98, -0.44, 0.21], [0.41, -1.64, 0.00], [-0.70, -2.19, -1.31], [0.64, -0.63, -1.35], [-1.46, 0.28, -1.44]], "nbo_charge": [-0.636, -0.350, -0.408, -0.565, -0.334, 0.207, 0.264, 0.211, 0.225, 0.245, 0.232, 0.217, 0.236, 0.241, 0.216], "total_charge": 0, "lumo_ev": -3.21, "homo_lumo_gap_ev": 7.53, "e_tot_ha": -233.3542, "de_lowest_ev": 7.911}